One molecule with the formula C11H20NOP. Source: the OMol25 dataset; level of theory: ωB97M-V/def2-TZVPD.

Summary:
Relative energy (zero: lowest compared OMol25 entry of this formula, charge and spin)   0.0 kJ/mol
Frontier orbital gap   8.270 eV
Total charge   0
Lowest unoccupied orbital energy   0.29 eV

Geometry (Å):
C: -0.056 2.808 1.285
C: 0.263 2.145 2.646
C: 0.018 -2.834 -2.315
C: 0.816 1.977 0.244
C: 1.045 0.841 2.251
C: 0.374 -2.231 -0.947
C: -1.241 -1.931 -2.689
C: 0.736 0.550 0.828
C: -0.225 -0.817 -0.919
C: -0.445 -0.305 0.413
C: -1.333 -0.995 1.444
N: -1.557 -1.228 -1.500
O: -2.059 0.839 -0.261
P: -2.375 0.295 -1.706
H: -1.086 2.529 0.958
H: 0.327 3.797 1.369
H: 0.834 2.911 3.256
H: -0.576 1.950 3.208
H: 0.782 -2.710 -3.028
H: -0.216 -3.841 -2.422
H: 0.358 1.855 -0.825
H: 1.810 2.177 0.330
H: 2.104 1.143 2.274
H: 0.770 0.140 3.038
H: 0.032 -2.929 -0.131
H: 1.550 -2.138 -0.820
H: -1.008 -1.297 -3.675
H: -2.071 -2.586 -3.040
H: 1.529 -0.015 0.515
H: 0.369 -0.158 -1.603
H: -1.992 -0.164 1.763
H: -0.729 -1.390 2.210
H: -1.930 -1.802 1.080
H: -1.419 0.779 -2.599

---

C3H3NO2S as an isolated structure. Source: the OMol25 dataset; level of theory: ωB97M-V/def2-TZVPD.

Summary:
Relative energy (zero: lowest compared OMol25 entry of this formula, charge and spin)   344.3 kJ/mol
Frontier orbital gap   9.173 eV
Total charge   0
Lowest unoccupied orbital energy   0.29 eV

Geometry (Å):
C: 1.340 -0.690 -0.237
C: 0.194 -0.426 0.776
C: -1.034 1.167 -0.260
H: 1.749 -1.615 0.013
H: 0.038 -0.712 1.823
H: -1.255 2.279 -0.451
N: -1.570 0.214 -1.070
O: 1.706 0.204 -1.030
O: -0.161 0.931 0.684
S: -1.006 -1.352 -0.248

---

One molecule with the formula C4H8O3. Source: the OMol25 dataset; level of theory: ωB97M-V/def2-TZVPD.

Summary:
Relative energy (zero: lowest compared OMol25 entry of this formula, charge and spin)   340.0 kJ/mol
Frontier orbital gap   10.736 eV
Total charge   0
Structure (SMILES)   CO[C@H]1O[C@H]1CO
Lowest unoccupied orbital energy   0.85 eV

Geometry (Å):
C: -2.721 0.238 -0.122
O: -1.428 0.536 0.378
C: -0.566 -0.493 0.189
O: 0.187 -0.734 -0.981
C: 0.888 -0.435 0.261
C: 1.965 0.524 -0.192
O: 2.881 0.914 0.810
H: -3.034 -0.779 0.163
H: -3.410 0.962 0.314
H: -2.711 0.320 -1.212
H: 1.268 -1.225 0.923
H: -0.963 -1.474 0.470
H: 2.463 -0.107 -0.949
H: 1.499 1.359 -0.722
H: 3.681 0.394 0.670

---

One molecule with the formula C4H8N2O3. Source: the OMol25 dataset; level of theory: ωB97M-V/def2-TZVPD.

Summary:
Relative energy (zero: lowest compared OMol25 entry of this formula, charge and spin)   423.3 kJ/mol
Frontier orbital gap   10.086 eV
Total charge   0
Structure (SMILES)   CN(O)C(=O)NCC=O
Lowest unoccupied orbital energy   0.82 eV

Geometry (Å):
C: -0.223 1.646 1.361
C: 0.916 -2.450 -0.743
N: 0.050 -1.319 -0.451
N: -0.083 0.277 0.966
C: 0.758 -0.047 -0.032
C: -1.157 2.384 0.419
O: -0.703 -1.044 -1.646
O: 1.788 0.404 -0.455
O: -1.651 1.884 -0.559
H: -1.155 -0.199 -1.469
H: -0.743 -0.702 0.660
H: -0.611 1.731 2.380
H: 0.748 2.160 1.334
H: -1.318 3.453 0.656
H: 1.432 -2.719 0.178
H: 1.648 -2.183 -1.508
H: 0.303 -3.277 -1.093

---

C20H43N2OP3PbS as an isolated structure. Source: the OMol25 dataset; level of theory: ωB97M-V/def2-TZVPD.

Summary:
Relative energy (zero: lowest compared OMol25 entry of this formula, charge and spin)   0.0 kJ/mol
Frontier orbital gap (alpha / beta)   5.442 / 5.142 eV
Total charge   +4
Lowest unoccupied orbital energy (alpha / beta)   -13.84 / -13.68 eV

Geometry (Å):
Pb: 0.508 0.311 0.715
P: -1.716 -1.667 0.787
P: 2.101 0.307 2.834
P: 1.659 -1.913 -0.872
H: 0.255 2.441 -3.014
C: 0.237 1.515 -3.583
C: -0.905 0.851 -3.815
H: -1.877 1.188 -3.426
C: -3.357 -1.058 1.272
C: -1.411 -2.891 2.101
C: -2.197 -2.732 -0.616
C: 3.493 1.379 2.398
C: 1.089 1.042 4.111
C: 2.678 -1.363 3.282
C: 1.210 -2.233 -2.610
C: 1.717 -3.572 -0.094
C: 3.418 -1.462 -1.024
H: 1.228 1.162 -3.906
H: -0.937 -0.159 -4.257
H: -3.822 -0.492 0.452
H: -3.286 -0.416 2.158
H: -4.018 -1.901 1.521
H: -1.227 -2.373 3.047
H: -0.542 -3.513 1.867
H: -2.291 -3.531 2.219
H: -2.578 -2.109 -1.437
H: -2.994 -3.420 -0.304
H: -1.348 -3.315 -0.988
H: 4.131 1.595 3.273
H: 3.097 2.330 1.993
H: 4.081 0.877 1.607
H: 1.682 1.366 4.973
H: 0.345 0.302 4.441
H: 0.594 1.921 3.672
H: 3.253 -1.364 4.231
H: 3.327 -1.758 2.464
H: 1.783 -2.009 3.411
H: 1.999 -2.800 -3.123
H: 1.052 -1.279 -3.134
H: 0.273 -2.809 -2.640
H: 2.456 -4.212 -0.597
H: 0.725 -4.039 -0.162
H: 1.992 -3.464 0.966
H: 3.984 -2.240 -1.558
H: 3.870 -1.311 -0.034
H: 3.489 -0.519 -1.580
C: 6.447 0.805 -0.784
C: 7.561 1.670 -0.632
C: 8.217 2.096 -1.794
C: 7.743 1.653 -3.050
C: 6.749 0.673 -3.161
C: 6.182 0.169 -1.996
O: 5.516 0.665 0.222
H: 5.764 1.306 0.928
H: 7.890 1.944 0.385
H: 9.096 2.756 -1.731
H: 8.187 2.049 -3.958
H: 6.411 0.255 -4.132
H: 5.489 -0.683 -1.940
S: -0.881 2.607 0.964
C: -2.552 2.492 0.658
N: -3.157 2.579 -0.555
C: -4.609 2.618 -0.459
C: -4.873 2.491 1.046
N: -3.520 2.408 1.589
H: -2.607 2.717 -1.393
H: -5.051 1.784 -1.007
H: -5.004 3.553 -0.874
H: -5.442 1.579 1.282
H: -5.425 3.369 1.419
H: -3.311 2.440 2.600